Model A:
The following is a DFT calculation (the ωB97M-V functional and the def2-TZVPD basis) of an isolated molecule of C10H10N2.

The geometry in XYZ format:
```
22
Properties=species:S:1:pos:R:3:mulliken_charge:R:1
C -0.875 -0.814 -2.169 -0.12
C 2.808 -0.841 0.996 -0.26
C 2.313 0.409 0.673 -0.55
C 2.163 -2.008 0.685 -0.29
C 1.109 0.457 0.031 0.77
C 0.383 -0.743 -0.142 -0.41
C 0.381 1.641 -0.514 -0.73
C -1.084 1.139 -0.748 -0.91
C -1.010 -0.418 -0.787 1.79
C -2.221 -1.186 -0.124 -1.50
N -0.874 -1.005 -3.295 -0.57
N 0.962 -1.956 0.191 -0.57
H 3.732 -0.923 1.732 0.25
H 2.853 1.376 0.710 0.37
H 2.793 -2.979 0.673 0.32
H 0.283 2.472 0.178 0.36
H 0.880 1.983 -1.501 0.26
H -1.718 1.363 0.187 0.31
H -1.626 1.536 -1.614 0.39
H -2.105 -1.403 1.030 0.28
H -2.292 -2.252 -0.554 0.35
H -3.061 -0.594 -0.410 0.47
```

## Properties
Frontier orbital gap = 10.1 eV
Spin multiplicity = 1
HOMO level = -9.487 eV
Structure (SMILES) = C[C@@]1(C#N)CCc2cccnc21
E_LUMO = 0.024 hartree

Model B:
The following is a DFT calculation (the ωB97M-V functional and the def2-TZVPD basis) of a cluster of 2 separate species, C10H10N2 in total.

The geometry in XYZ format:
```
22
Properties=species:S:1:pos:R:3:mulliken_charge:R:1
C -0.027 1.357 -0.887 0.13
C 0.127 2.685 -1.046 -0.81
C -0.909 3.435 -1.603 -0.15
C -1.921 2.716 -2.287 -0.49
C -2.026 1.405 -2.002 -0.24
C 1.977 -1.433 2.078 -0.20
C 1.914 -2.822 2.182 -0.35
C 0.759 -3.406 1.647 -0.20
C -0.166 -2.691 0.837 -0.77
C 0.201 -1.324 0.693 0.09
H 0.675 0.870 -0.209 0.31
H 0.888 3.052 -0.508 0.48
H -0.913 4.496 -1.570 0.40
H -2.846 3.431 -2.537 0.23
H -2.853 0.769 -2.199 0.45
H 2.657 -0.613 2.737 0.26
H 2.931 -3.313 2.630 0.24
H 0.856 -4.413 1.921 0.37
H -1.063 -3.081 0.342 0.37
H -0.367 -0.966 -0.115 0.57
N -1.099 0.686 -1.325 -0.39
N 1.203 -0.842 1.222 -0.31
```

## Properties
Frontier orbital gap = 9.6 eV
Spin multiplicity = 1
HOMO level = -8.734 eV
Structure (SMILES) = c1ccncc1.c1ccncc1
E_LUMO = 0.033 hartree

Model C:
The following is a DFT calculation (the ωB97M-V functional and the def2-TZVPD basis) of an isolated molecule of C10H10N2.

The geometry in XYZ format:
```
22
Properties=species:S:1:pos:R:3:mulliken_charge:R:1
C -2.295 -0.098 -0.526 -0.37
C -1.752 1.074 -0.004 -0.46
C -0.749 0.991 0.951 -0.38
C -0.303 -0.280 1.294 -0.40
C -0.855 -1.409 0.664 0.00
C 1.384 -1.495 -0.210 -0.32
C 2.282 -0.426 -0.058 -0.13
C 1.978 0.980 -0.084 -0.79
C 0.668 1.084 -0.586 0.47
C -0.098 0.037 -0.977 -0.71
H -3.131 -0.075 -1.232 0.46
H -2.087 2.060 -0.331 0.39
H -0.369 1.872 1.418 0.57
H 0.445 -0.444 2.061 0.26
H -0.536 -2.366 1.023 0.58
H 1.809 -2.571 -0.049 0.29
H 3.418 -0.512 0.155 0.23
H 2.644 1.808 0.169 0.45
H 0.287 2.154 -1.076 0.28
H -1.091 0.252 -1.674 0.57
N -1.859 -1.326 -0.205 -0.64
N 0.211 -1.310 -0.723 -0.34
```

## Properties
Frontier orbital gap = 7.2 eV
Spin multiplicity = 1
HOMO level = -7.390 eV
E_LUMO = -0.008 hartree

The structure with the greatest stability is model A.

Model A:
The following is a DFT calculation (the ωB97M-V functional and the def2-TZVPD basis) of an isolated molecule of C2H4ClP.

The geometry in XYZ format:
```
8
Properties=species:S:1:pos:R:3:mulliken_charge:R:1
C -0.749 -0.563 -0.221 -0.60
C 0.610 -0.307 0.433 -0.42
P -0.078 1.320 0.597 0.11
Cl 0.485 2.143 -1.180 -0.24
H -0.949 -0.090 -1.209 0.28
H -1.500 -1.190 0.424 0.24
H 0.796 -0.760 1.386 0.33
H 1.385 -0.552 -0.230 0.29
```

## Properties
Frontier orbital gap = 9.4 eV
Spin multiplicity = 1
HOMO level = -8.733 eV
Structure (SMILES) = ClP1CC1
E_LUMO = 0.025 hartree

Model B:
The following is a DFT calculation (the ωB97M-V functional and the def2-TZVPD basis) of a cluster of 2 separate species, C2H4ClP in total.

The geometry in XYZ format:
```
8
Properties=species:S:1:pos:R:3:mulliken_charge:R:1
C 0.402 -0.642 0.066 -0.41
C 1.464 -0.928 -0.661 -0.40
P -3.220 2.486 -0.106 0.13
Cl -2.575 1.761 1.661 -0.13
H -0.164 0.344 -0.119 0.09
H 0.215 -0.981 1.039 0.28
H 2.157 -1.700 -0.344 0.22
H 1.722 -0.340 -1.537 0.22
```

## Properties
Frontier orbital gap (alpha / beta) = 7.1 / 7.1 eV
Spin multiplicity = 1
HOMO level (alpha / beta) = -8.517 / -8.512 eV
E_LUMO (alpha / beta) = -0.053 / -0.054 hartree

The structure with the greatest stability is model A.

Model A:
The following is a DFT calculation (the ωB97M-V functional and the def2-TZVPD basis) of the ion C7H13N2S with charge +1.

The geometry in XYZ format:
```
23
Properties=species:S:1:pos:R:3:mulliken_charge:R:1
C 0.583 0.430 2.231 0.06
C -1.358 1.151 1.384 0.47
C 1.008 -0.121 0.918 -0.55
C -0.256 -2.523 -0.550 -1.25
C 0.578 2.097 -1.338 -1.19
C -0.921 -1.203 0.006 -0.55
C 0.128 0.602 -1.328 -0.53
N -0.576 0.969 2.370 -0.30
N -0.095 0.012 0.008 0.31
S -2.724 1.650 0.966 -0.11
H 1.318 0.182 3.000 0.41
H 2.010 0.415 0.545 0.41
H 1.401 -1.077 1.132 0.40
H 0.814 -2.398 -0.639 0.37
H -0.440 -3.458 0.176 0.27
H -0.522 -2.729 -1.495 0.42
H 0.483 2.493 -2.320 0.43
H 0.042 2.647 -0.647 0.34
H 1.763 2.354 -1.038 0.25
H -1.231 -1.316 1.133 0.30
H -1.909 -1.017 -0.498 0.45
H 0.733 0.099 -2.086 0.31
H -0.829 0.742 -1.929 0.29
```

## Properties
Frontier orbital gap = 8.1 eV
Net charge = +1
Spin multiplicity = 1
HOMO level = -13.829 eV
E_LUMO = -0.212 hartree

Model B:
The following is a DFT calculation (the ωB97M-V functional and the def2-TZVPD basis) of the ion C7H13N2S with charge +1.

The geometry in XYZ format:
```
23
Properties=species:S:1:pos:R:3:mulliken_charge:R:1
C -1.928 -0.712 -0.474 -0.63
C -2.576 -0.382 -1.653 -0.48
C -0.409 -0.191 -1.997 -0.87
C -0.569 -0.565 -0.660 0.61
C 2.219 0.366 1.729 -1.07
C 0.677 1.625 0.544 -0.87
C 0.532 -0.942 0.201 -0.08
N -1.605 -0.132 -2.561 -0.01
N 0.799 0.422 1.373 -0.13
S 0.302 -2.313 1.292 -0.05
H -2.557 -0.815 0.461 0.26
H -3.739 -0.276 -1.842 0.33
H 0.403 -0.229 -2.619 0.49
H 2.738 0.302 0.831 0.45
H 2.435 1.215 2.430 0.40
H 2.410 -0.515 2.349 0.34
H 0.864 1.548 -0.578 0.27
H -0.312 1.830 0.424 0.53
H 1.335 2.466 0.866 0.33
H 1.493 -0.834 -0.255 0.43
H -1.748 0.051 -3.565 0.25
H 0.261 0.364 2.188 0.34
H -1.021 -2.281 1.515 0.19
```

## Properties
Frontier orbital gap = 9.7 eV
Net charge = +1
Spin multiplicity = 1
HOMO level = -12.406 eV
Structure (SMILES) = C[NH+](C)[C@@H](S)c1cc[nH]c1
E_LUMO = -0.101 hartree

The structure with the greatest stability is model B.

Model A:
The following is a DFT calculation (the ωB97M-V functional and the def2-TZVPD basis) of an isolated molecule of C13H24O2.

The geometry in XYZ format:
```
39
Properties=species:S:1:pos:R:3:mulliken_charge:R:1
O 1.574 -2.077 0.378 -0.58
O -1.022 -1.059 -0.050 -0.47
C 0.714 -0.935 -2.130 -1.51
C -0.912 0.940 -2.077 -1.99
C 2.754 0.840 -0.819 -1.01
C 1.412 1.273 -1.417 -1.07
C 1.108 -0.752 2.322 -1.97
C 2.418 0.219 0.567 -1.02
C -3.533 -0.815 0.252 -1.55
C -1.878 0.469 1.592 -0.85
C -0.673 1.103 0.928 -1.13
C 0.252 0.289 -1.402 1.81
C 1.198 -0.701 0.770 0.82
C -2.102 -0.884 0.888 0.21
C -0.073 -0.005 0.066 1.33
H 0.809 -2.664 0.540 0.48
H 1.704 -1.239 -1.653 0.34
H 0.124 -1.794 -1.918 0.25
H 0.793 -0.699 -3.221 0.39
H -0.596 1.071 -3.111 0.60
H -1.727 0.230 -2.098 0.35
H -1.164 1.959 -1.650 0.25
H 3.294 1.752 -0.594 0.47
H 3.363 0.213 -1.458 0.37
H 1.432 1.610 -2.444 0.47
H 1.053 2.063 -0.711 0.23
H 0.312 -1.468 2.763 0.22
H 1.951 -1.292 2.679 0.63
H 1.167 0.235 2.837 0.30
H 3.312 -0.205 1.037 0.43
H 2.360 1.131 1.185 0.31
H -3.555 0.067 -0.497 0.30
H -4.350 -0.520 1.014 0.36
H -3.773 -1.740 -0.270 0.37
H -1.678 0.270 2.660 0.20
H -2.661 1.214 1.427 0.50
H -1.138 1.919 0.379 0.39
H -0.029 1.652 1.629 0.41
H -2.240 -1.669 1.605 0.34
```

## Properties
Frontier orbital gap = 10.0 eV
Spin multiplicity = 1
HOMO level = -9.202 eV
Structure (SMILES) = C[C@@H]1CC[C@@]2(O1)C(C)(C)CCC[C@]2(C)O
E_LUMO = 0.028 hartree

Model B:
The following is a DFT calculation (the ωB97M-V functional and the def2-TZVPD basis) of an isolated molecule of C13H24O2.

The geometry in XYZ format:
```
39
Properties=species:S:1:pos:R:3:mulliken_charge:R:1
O -1.696 -1.826 -2.212 -0.52
O -0.584 -3.822 -2.522 -0.36
C -0.816 -2.597 -1.924 0.33
C -1.114 4.185 2.265 -1.65
C 1.351 4.070 1.485 -1.40
C -1.029 -1.158 0.916 -1.42
C 0.146 -4.812 -1.848 -0.47
C 1.317 -4.238 -1.063 -0.66
C 0.203 1.852 -0.652 -0.97
C 0.854 -3.147 -0.165 -0.96
C -0.575 2.498 0.503 -0.50
C -0.380 0.467 -1.060 -0.79
C 0.380 -2.075 -1.142 0.00
C -0.178 3.867 1.048 0.51
C 0.050 -0.760 -0.199 -0.13
H -2.088 3.770 2.155 0.44
H -1.290 5.302 2.551 0.31
H -0.727 3.775 3.109 0.48
H 1.841 4.292 0.501 0.30
H 1.579 3.139 2.009 0.29
H 1.344 4.918 2.141 0.48
H -0.631 -1.739 1.747 0.33
H -1.364 -0.119 1.307 0.35
H -1.909 -1.692 0.524 0.35
H 0.509 -5.498 -2.555 0.37
H -0.406 -5.534 -1.137 0.24
H 1.624 -4.974 -0.396 0.44
H 2.173 -3.694 -1.642 0.28
H 0.297 2.567 -1.493 0.38
H 1.182 1.737 -0.249 0.35
H 1.671 -2.816 0.489 0.32
H 0.110 -3.598 0.430 0.46
H -1.605 2.742 0.122 0.19
H -0.665 1.871 1.393 0.23
H -0.046 0.350 -2.087 0.41
H -1.487 0.451 -0.966 0.36
H 1.268 -1.837 -1.792 0.49
H -0.313 4.651 0.286 0.39
H 1.004 -0.569 0.125 0.74
```

## Properties
Frontier orbital gap = 10.8 eV
Spin multiplicity = 1
HOMO level = -10.032 eV
Structure (SMILES) = CC(C)CCC[C@@H](C)[C@H]1CCCOC1=O
E_LUMO = 0.028 hartree

The structure with the greatest stability is model A.